(1)
A 9-piece molecular cluster, C44H45F15N4O18 overall in a non-equilibrium geometry, computed with the ωB97M-V functional and the def2-TZVPD basis.

Structure (XYZ):
```
126
Properties=species:S:1:pos:R:3
O -7.700 1.981 -0.905
N -6.464 2.071 -1.079
O -5.666 1.198 -0.759
C -5.852 3.269 -1.782
C -4.637 3.178 -2.439
C -4.103 4.212 -3.172
C -4.797 5.427 -3.253
C -6.036 5.578 -2.646
C -6.529 4.511 -1.923
H -4.025 2.289 -2.470
H -3.193 4.165 -3.752
H -4.430 6.311 -3.754
H -6.626 6.482 -2.692
H -7.458 4.640 -1.388
O 2.504 0.812 4.687
N 2.426 1.793 5.452
O 2.502 1.707 6.641
C 2.258 3.124 4.798
C 2.940 4.255 5.294
C 2.837 5.475 4.618
C 2.201 5.522 3.333
C 1.476 4.409 2.891
C 1.512 3.211 3.626
H 3.476 4.143 6.225
H 3.302 6.386 4.963
H 2.138 6.447 2.778
H 0.948 4.341 1.951
H 1.028 2.315 3.267
O -1.416 1.653 3.985
N -2.032 0.698 4.452
O -3.101 0.869 5.054
C -1.499 -0.668 4.382
C -0.223 -0.889 3.837
C 0.324 -2.192 3.719
C -0.442 -3.262 4.182
C -1.723 -3.067 4.768
C -2.236 -1.744 4.851
H 0.337 -0.060 3.428
H 1.257 -2.254 3.178
H 0.094 -4.193 4.069
H -2.295 -3.887 5.175
H -3.093 -1.487 5.456
O 2.403 1.284 0.821
N 1.629 0.321 0.738
O 1.971 -0.869 0.930
C 0.187 0.649 0.540
C -0.247 1.982 0.454
C -1.602 2.258 0.232
C -2.510 1.207 0.014
C -2.085 -0.100 0.143
C -0.756 -0.331 0.447
H 0.432 2.819 0.511
H -1.989 3.255 0.084
H -3.502 1.402 -0.366
H -2.867 -0.814 -0.070
H -0.501 -1.381 0.456
C -6.157 -4.275 -6.040
C -5.491 -4.609 -4.665
O -5.678 -3.594 -3.721
C -4.778 -2.627 -3.414
O -3.733 -2.471 -4.038
C -5.260 -1.660 -2.304
F -5.658 -2.316 -1.200
F -4.197 -0.921 -1.992
F -6.273 -0.971 -2.790
H -7.226 -4.099 -5.919
H -6.034 -5.093 -6.749
H -5.671 -3.421 -6.511
H -4.460 -4.959 -4.710
H -5.979 -5.449 -4.172
C -3.010 -5.211 1.821
C -3.018 -3.979 0.897
O -2.359 -4.335 -0.274
C -0.951 -4.491 -0.272
O -0.216 -4.031 0.557
C -0.449 -5.282 -1.552
F 0.367 -4.468 -2.292
F 0.309 -6.260 -1.203
F -1.464 -5.762 -2.301
H -3.580 -4.919 2.703
H -2.020 -5.421 2.226
H -3.430 -6.144 1.445
H -2.588 -3.202 1.529
H -4.008 -3.668 0.565
C 5.518 -1.761 2.164
C 4.538 -1.464 3.283
O 5.112 -1.890 4.545
C 5.915 -1.021 5.245
O 6.445 0.010 4.751
C 6.175 -1.546 6.732
F 7.438 -1.424 7.133
F 5.545 -0.828 7.671
F 5.888 -2.836 6.840
H 6.501 -1.307 2.289
H 5.082 -1.536 1.191
H 5.782 -2.811 2.034
H 3.523 -1.859 3.225
H 4.457 -0.382 3.175
C -0.595 -0.363 -3.076
C 0.556 -0.477 -4.128
O 0.477 0.557 -5.066
C 0.955 1.802 -4.728
O 1.816 1.926 -3.786
C 0.213 3.057 -5.446
F -0.525 2.634 -6.481
F -0.472 3.741 -4.589
F 1.151 3.863 -5.973
H -1.547 -0.297 -3.602
H -0.545 0.558 -2.494
H -0.636 -1.255 -2.451
H 0.484 -1.390 -4.718
H 1.579 -0.594 -3.772
C 4.839 1.241 -1.465
C 6.269 1.712 -1.618
O 6.643 1.243 -2.926
C 7.572 1.937 -3.677
O 7.901 3.126 -3.422
C 8.255 1.039 -4.720
F 7.592 -0.144 -4.695
F 8.286 1.465 -5.965
F 9.501 0.866 -4.253
H 4.876 0.155 -1.375
H 4.287 1.554 -2.351
H 4.301 1.623 -0.597
H 7.022 1.458 -0.871
H 6.292 2.801 -1.637
```

## Properties
highest occupied orbital energy	-9.90	eV
frontier orbital gap	8.9	eV
E	-4774.56513	Eh
ΔE to the lowest compared entry with this formula, charge and spin	251.56	kJ/mol
charge	0
SMILES	O=[N+]([O-])c1ccccc1.O=[N+]([O-])c1ccccc1.O=[N+]([O-])c1ccccc1.O=[N+]([O-])c1ccccc1.CCOC(=O)C(F)(F)F.CCOC(=O)C(F)(F)F.CCOC(=O)C(F)(F)F.CCOC(=O)C(F)(F)F.CCOC(=O)C(F)(F)F


(2)
C44H45InN7OSSbSe4Si as an isolated structure, computed with the ωB97M-V functional and the def2-TZVPD basis.

Structure (XYZ):
```
105
Properties=species:S:1:pos:R:3
In -0.948 0.704 0.368
C -0.756 -3.055 4.134
C -0.224 -2.728 2.764
N -0.915 -2.208 1.819
N -2.256 -2.086 2.075
C -2.892 -1.451 1.116
O -2.404 -0.849 0.100
C -4.381 -1.381 1.256
C -5.068 -2.151 2.191
C -6.442 -2.032 2.318
C -7.139 -1.132 1.519
C -6.456 -0.352 0.597
C -5.081 -0.478 0.461
C 1.190 -3.081 2.471
C 2.118 -3.200 3.509
C 3.418 -3.576 3.218
C 3.755 -3.852 1.904
C 2.764 -3.720 0.940
N 1.521 -3.340 1.201
H -1.834 -2.925 4.139
H -0.326 -2.390 4.890
H -0.503 -4.080 4.419
H -4.504 -2.830 2.816
H -6.971 -2.629 3.052
H -8.212 -1.024 1.632
H -6.984 0.382 0.003
H -4.528 0.149 -0.227
H 1.827 -2.975 4.526
H 4.157 -3.648 4.008
H 4.755 -4.155 1.622
H 2.984 -3.932 -0.100
Se -5.254 4.048 1.018
Sb -2.884 3.597 0.937
Se -2.228 2.441 -1.209
Se -2.243 1.642 2.412
Se -1.393 5.447 1.518
N 0.598 3.773 4.193
C 1.001 3.083 3.085
N 0.948 1.794 3.225
C 0.484 1.597 4.513
C 0.175 0.408 5.168
C -0.333 0.489 6.450
C -0.551 1.730 7.069
C -0.274 2.921 6.421
C 0.245 2.830 5.134
H 0.336 4.743 4.182
H 1.273 3.602 2.179
H 0.296 -0.540 4.656
H -0.600 -0.418 6.979
H -0.969 1.756 8.068
H -0.480 3.876 6.888
C 5.090 1.100 2.532
C 4.063 0.183 2.714
C 2.990 0.159 1.837
C 2.917 1.028 0.748
C 3.959 1.945 0.584
C 5.033 1.987 1.466
Si 1.528 0.900 -0.538
C 2.242 -0.326 -1.805
C 3.615 -0.579 -1.878
C 4.152 -1.386 -2.874
C 3.322 -1.972 -3.821
C 1.955 -1.739 -3.761
C 1.428 -0.925 -2.767
C 1.576 2.552 -1.456
C 2.204 2.705 -2.694
C 2.288 3.948 -3.311
C 1.740 5.066 -2.698
C 1.102 4.934 -1.471
C 1.022 3.690 -0.866
H 5.924 1.132 3.225
H 4.084 -0.502 3.554
H 2.175 -0.532 2.018
H 3.927 2.646 -0.243
H 5.822 2.716 1.320
H 4.283 -0.145 -1.143
H 5.222 -1.562 -2.905
H 3.738 -2.605 -4.597
H 1.291 -2.192 -4.488
H 0.357 -0.768 -2.734
H 2.633 1.843 -3.194
H 2.779 4.039 -4.274
H 1.794 6.035 -3.182
H 0.620 5.774 -0.986
H 0.471 3.630 0.067
C -1.460 1.371 -4.886
N -1.634 0.068 -5.521
C -2.382 0.159 -6.767
C -1.877 -1.015 -4.692
S -2.170 -0.842 -3.078
N -1.839 -2.233 -5.335
C -0.893 -2.479 -6.410
C -2.187 -3.428 -4.591
H -1.108 2.067 -5.650
H -0.723 1.314 -4.089
H -2.390 1.742 -4.446
H -3.299 0.741 -6.616
H -2.661 -0.827 -7.128
H -1.783 0.659 -7.532
H -0.429 -1.550 -6.727
H -1.384 -2.947 -7.268
H -0.106 -3.158 -6.061
H -3.027 -3.227 -3.934
H -1.353 -3.773 -3.970
H -2.451 -4.213 -5.305
```

## Properties
highest occupied orbital energy	-1.92	eV
frontier orbital gap	5.6	eV
E	-12886.24035	Eh
ΔE to the lowest compared entry with this formula, charge and spin	14.36	kJ/mol
charge	-2